{"formula": "C18H21FN2O", "method": "ωB97M-V/def2-TZVPD", "de_lowest_ev": 17.190, "largest_force_ev_per_a": 15.70, "e_lumo_ha": 0.0109, "symbols": ["C", "H", "H", "O", "C", "C", "C", "C", "C", "C", "N", "C", "C", "N", "C", "C", "H", "H", "H", "H", "C", "C", "C", "C", "C", "C", "C", "H", "H", "F", "H", "H", "H", "H", "H", "H", "H", "H", "H", "H", "H", "H", "H"], "positions_angstrom": [[-4.304, -2.415, -1.051], [-4.645, -2.142, -2.100], [-3.713, -3.296, -1.264], [-3.280, -1.562, -0.779], [-3.630, -0.390, -0.674], [-4.985, 0.213, -0.654], [-5.285, 1.520, -0.352], [-4.200, 2.519, -0.258], [-2.964, 2.018, -0.019], [-2.573, 0.597, -0.114], [-1.372, 0.422, 0.191], [-0.314, 0.923, -0.640], [1.048, 0.650, 0.245], [1.374, -0.445, 0.764], [0.226, -1.142, 1.308], [-1.074, -1.170, 0.666], [-1.804, -1.727, 1.144], [-0.837, -1.817, -0.260], [0.601, -2.046, 1.640], [-0.024, -0.522, 2.480], [2.546, -0.611, 1.389], [3.654, -0.158, 0.770], [3.848, -0.653, -0.619], [4.866, -0.418, -1.316], [5.927, 0.519, -1.237], [5.961, 0.895, 0.273], [4.800, 0.383, 1.080], [4.772, 1.136, 2.049], [6.595, 1.471, 0.748], [7.021, 0.606, -1.712], [5.014, -0.747, -2.543], [3.023, -1.421, -1.161], [2.740, -1.599, 1.846], [2.551, -0.082, 2.350], [1.840, 1.196, -0.177], [0.867, 1.653, 1.289], [-0.438, 1.851, -1.004], [0.022, 0.268, -1.180], [-2.140, 2.697, 0.423], [-4.487, 3.679, 0.109], [-6.115, 1.944, -0.519], [-5.873, -0.273, -0.783], [-5.240, -2.525, -0.347]], "mulliken_charge": [-1.043, 0.409, 0.336, -0.267, 0.652, -0.404, -1.109, -0.541, -0.312, 0.390, 0.178, -2.002, -1.081, 1.101, -1.167, -0.768, 0.625, 0.267, 0.422, 0.327, -1.260, 0.939, -0.115, -0.241, 0.350, -0.659, -0.515, 0.097, 0.552, -0.247, 0.074, 0.095, 0.341, 0.512, 0.585, 0.295, 0.709, 0.727, 0.295, 0.187, 0.535, 0.420, 0.311]}

{"formula": "C18H21IN9O3SSc", "method": "ωB97M-V/def2-TZVPD", "charge": 2, "de_lowest_ev": 0.457, "largest_force_ev_per_a": 0.87, "e_lumo_ha": -0.2648, "symbols": ["Sc", "C", "N", "C", "C", "N", "N", "C", "N", "N", "H", "H", "H", "H", "H", "H", "H", "H", "H", "H", "H", "I", "C", "C", "C", "C", "C", "N", "H", "H", "H", "H", "O", "S", "O", "O", "C", "N", "C", "C", "C", "N", "C", "C", "C", "N", "C", "C", "H", "H", "H", "H", "H", "H"], "positions_angstrom": [[1.889, -0.396, -0.720], [-0.837, 1.688, 3.690], [-0.350, 0.552, 2.897], [-0.907, -0.784, 3.182], [0.423, 0.701, 1.849], [0.720, -0.278, 1.009], [0.888, 1.992, 1.565], [1.774, 2.418, 0.614], [2.050, 3.721, 0.645], [2.312, 1.609, -0.291], [-1.325, 1.297, 4.574], [-1.589, 2.244, 3.123], [-0.008, 2.317, 4.019], [-1.555, -0.708, 4.047], [-0.100, -1.486, 3.409], [-1.527, -1.108, 2.348], [0.255, -1.133, 1.305], [0.464, 2.717, 2.127], [1.641, 4.344, 1.322], [2.645, 4.143, -0.049], [2.916, 2.120, -0.929], [4.252, -1.188, 1.158], [4.799, -1.251, -0.854], [6.109, -1.378, -1.260], [6.343, -1.446, -2.629], [5.282, -1.369, -3.521], [4.008, -1.205, -3.022], [3.765, -1.140, -1.696], [6.916, -1.441, -0.544], [7.355, -1.560, -2.995], [5.438, -1.427, -4.588], [3.147, -1.120, -3.674], [-5.051, 1.817, 2.354], [-4.012, 0.833, 2.236], [-2.726, 1.390, 1.765], [-3.850, -0.117, 3.310], [-4.516, -0.184, 0.811], [-5.649, -0.895, 0.741], [-5.849, -1.551, -0.390], [-4.957, -1.568, -1.486], [-3.823, -0.818, -1.293], [-3.647, -0.144, -0.160], [-2.518, -0.655, -2.030], [-1.807, -1.581, -2.798], [-0.416, -1.541, -2.784], [0.250, -0.644, -2.028], [-0.465, 0.395, -1.533], [-1.813, 0.468, -1.569], [-6.772, -2.116, -0.454], [-5.170, -2.145, -2.373], [-2.294, -2.434, -3.250], [0.168, -2.337, -3.225], [0.047, 1.138, -0.934], [-2.321, 1.243, -1.021]], "mulliken_charge": [0.627, -1.419, 0.247, -1.392, 0.417, -0.167, -0.003, 0.677, -0.379, -0.272, 0.316, 0.562, 0.558, 0.316, 0.427, 0.480, 0.202, 0.195, 0.200, 0.210, 0.152, 0.177, 0.248, -0.584, -0.142, -0.774, -0.077, -0.107, 0.409, 0.446, 0.421, 0.469, -0.689, 1.215, -0.629, -0.701, 0.085, -0.486, -0.213, -0.778, 0.592, -0.263, 0.666, -0.810, -0.215, -0.203, -0.684, -0.303, 0.438, 0.435, 0.411, 0.430, 0.763, 0.504]}

{"formula": "C18H21N2O3S", "method": "ωB97M-V/def2-TZVPD", "charge": 1, "de_lowest_ev": 2.039, "largest_force_ev_per_a": 4.65, "e_lumo_ha": -0.1291, "symbols": ["O", "C", "C", "O", "O", "S", "C", "C", "C", "C", "C", "C", "C", "C", "C", "C", "N", "N", "C", "C", "C", "C", "C", "C", "H", "H", "H", "H", "H", "H", "H", "H", "H", "H", "H", "H", "H", "H", "H", "H", "H", "H", "H", "H", "H"], "positions_angstrom": [[0.779, 0.605, -2.096], [2.181, -2.452, -2.538], [2.846, -1.464, -2.662], [-2.011, -3.827, -0.813], [-2.487, -0.140, 3.378], [-0.380, -5.530, -2.190], [1.682, 1.234, -1.660], [1.078, -4.761, -2.787], [1.164, -3.449, -2.382], [-0.782, -3.995, -1.424], [-2.148, -3.371, 1.467], [-2.461, -1.581, -0.039], [-2.163, -2.457, 2.559], [-2.579, -0.664, 1.007], [-2.195, -2.953, 0.189], [-2.270, -1.051, 2.380], [2.982, 0.923, -1.957], [0.059, -3.031, -1.631], [1.219, 2.286, -0.648], [5.048, -0.186, -2.826], [-0.385, 0.491, 4.564], [-2.474, 1.139, 5.467], [3.476, -0.135, -2.893], [-1.848, 0.044, 4.674], [1.970, -5.371, -3.115], [-2.130, -4.507, 1.572], [-2.642, -1.379, -1.079], [-2.125, -2.819, 3.586], [-2.745, 0.336, 0.913], [3.625, 1.511, -1.450], [-0.093, -2.081, -1.243], [1.512, 2.110, 0.430], [1.922, 3.060, -0.831], [0.198, 2.658, -0.822], [5.471, 0.827, -2.817], [5.464, -0.696, -1.946], [5.526, -0.670, -3.676], [0.049, 0.526, 5.540], [-0.499, 1.431, 3.952], [0.306, -0.257, 3.986], [-2.827, 2.006, 4.896], [-3.430, 0.926, 5.933], [-1.701, 1.436, 6.226], [3.235, 0.131, -3.851], [-2.018, -0.895, 5.298]], "mulliken_charge": [-0.604, -0.066, -0.149, -0.376, -0.358, -0.041, 0.655, -0.279, 0.090, 0.427, -0.171, -0.232, -0.419, -1.023, 0.073, 0.425, -0.232, 0.189, -1.185, -1.383, -1.263, -1.400, 0.329, 0.607, 0.411, 0.330, 0.503, 0.363, 0.594, 0.213, 0.235, 0.289, 0.438, 0.292, 0.403, 0.362, 0.380, 0.492, 0.313, 0.249, 0.354, 0.396, 0.338, 0.238, 0.195]}

{"formula": "C18H21N3O", "method": "ωB97M-V/def2-TZVPD", "de_lowest_ev": 4.164, "largest_force_ev_per_a": 4.42, "e_lumo_ha": -0.0032, "symbols": ["O", "C", "C", "N", "C", "C", "N", "H", "H", "H", "C", "C", "C", "N", "C", "C", "C", "C", "C", "C", "C", "C", "C", "C", "C", "H", "H", "H", "H", "H", "H", "H", "H", "H", "H", "H", "H", "H", "H", "H", "H", "H", "H"], "positions_angstrom": [[4.090, 3.782, 1.205], [3.135, 3.012, 1.180], [1.705, 3.352, 1.121], [0.832, 2.336, 0.929], [-0.404, 2.910, 1.039], [-0.217, 4.296, 1.318], [1.144, 4.546, 1.390], [3.198, 1.929, 1.238], [-1.306, 2.326, 0.973], [-1.037, 5.009, 1.490], [-2.368, -2.515, -4.039], [-1.261, -1.601, -4.557], [-0.994, -0.387, -3.638], [-0.878, -0.728, -2.199], [-0.259, 0.078, -1.308], [0.038, -0.240, 0.052], [1.000, 0.481, 0.826], [1.091, 0.053, 2.237], [1.356, 0.846, 3.367], [1.536, 0.341, 4.659], [1.506, -1.030, 4.869], [1.200, -1.884, 3.813], [0.971, -1.339, 2.547], [-1.892, -1.650, -1.704], [-2.171, -2.877, -2.582], [-3.332, -2.007, -4.162], [-2.395, -3.417, -4.655], [-0.313, -2.146, -4.665], [-1.518, -1.210, -5.548], [-0.071, 0.142, -3.929], [-1.838, 0.321, -3.725], [0.180, 1.015, -1.706], [-0.440, -1.116, 0.539], [1.846, 1.038, 0.240], [1.414, 1.935, 3.251], [1.723, 1.026, 5.487], [1.676, -1.442, 5.876], [1.176, -2.957, 3.983], [0.770, -2.070, 1.755], [-1.666, -2.072, -0.711], [-2.841, -1.103, -1.577], [-3.054, -3.409, -2.203], [-1.332, -3.573, -2.475]], "mulliken_charge": [-0.547, -0.037, 0.315, 0.219, -0.372, -0.495, -0.667, 0.366, 0.411, 0.393, -0.663, -0.666, -0.734, 0.218, 0.084, -1.007, 0.475, 0.831, 0.144, -1.089, -0.183, -0.913, -0.550, -0.443, -0.806, 0.316, 0.305, 0.333, 0.338, 0.380, 0.353, 0.388, 0.060, 0.268, 0.256, 0.392, 0.342, 0.372, 0.380, 0.293, 0.260, 0.341, 0.340]}

{"formula": "C18H21N3O4S2", "method": "ωB97M-V/def2-TZVPD", "de_lowest_ev": 1.524, "largest_force_ev_per_a": 1.14, "e_lumo_ha": 0.0054, "symbols": ["C", "C", "N", "C", "C", "C", "C", "S", "O", "O", "N", "C", "C", "O", "N", "C", "C", "C", "C", "C", "O", "C", "C", "C", "C", "C", "S", "H", "H", "H", "H", "H", "H", "H", "H", "H", "H", "H", "H", "H", "H", "H", "H", "H", "H", "H", "H", "H"], "positions_angstrom": [[-5.587, -0.096, 1.113], [-4.221, -0.525, 0.750], [-3.855, -0.892, -0.415], [-2.532, -1.211, -0.479], [-1.843, -1.618, -1.618], [-0.489, -1.863, -1.524], [0.163, -1.733, -0.306], [1.941, -1.893, -0.239], [2.326, -2.165, 1.114], [2.390, -2.745, -1.300], [2.340, -0.318, -0.621], [2.951, 0.543, 0.378], [2.128, 1.842, 0.355], [2.539, 2.909, -0.039], [0.869, 1.644, 0.810], [-0.185, 2.618, 0.623], [-1.096, 2.223, -0.494], [-0.825, 1.782, -1.756], [-2.079, 1.564, -2.377], [-3.017, 1.883, -1.447], [-2.433, 2.273, -0.299], [4.452, 0.767, 0.149], [5.172, -0.576, 0.037], [5.035, 1.588, 1.296], [-0.491, -1.355, 0.848], [-1.845, -1.082, 0.754], [-2.942, -0.536, 1.980], [-6.245, -0.221, 0.258], [-5.960, -0.684, 1.951], [-5.580, 0.950, 1.416], [-2.378, -1.723, -2.548], [0.090, -2.173, -2.379], [2.731, -0.229, -1.544], [2.805, 0.035, 1.337], [0.579, 0.693, 0.987], [0.313, 3.567, 0.399], [-0.767, 2.723, 1.543], [0.146, 1.641, -2.184], [-2.253, 1.223, -3.376], [-4.088, 1.869, -1.474], [4.571, 1.332, -0.782], [4.782, -1.176, -0.783], [6.235, -0.416, -0.129], [5.043, -1.146, 0.954], [4.548, 2.557, 1.355], [6.098, 1.747, 1.137], [4.902, 1.067, 2.242], [0.045, -1.315, 1.784]], "mulliken_charge": [-1.329, 0.894, -0.626, -0.601, -0.597, -0.705, 0.607, 1.570, -0.669, -0.747, -0.100, -0.639, 0.238, -0.673, -0.049, -0.973, 0.180, 0.142, -0.985, -0.390, -0.352, 0.832, -1.550, -1.594, -1.254, 0.790, -0.250, 0.342, 0.392, 0.307, 0.564, 0.511, 0.439, 0.570, 0.037, 0.452, 0.302, 0.590, 0.509, 0.521, 0.279, 0.369, 0.459, 0.326, 0.382, 0.419, 0.379, 0.680]}